# 1
Entry from the Open Molecules 2025 dataset: a single C20H28FN5O3S molecule (ωB97M-V with the def2-TZVPD basis set).

Geometry as ORCA input:
```
! RIJCOSX wB97M-V def2-TZVPD def2/J DEFGRID3
* xyz 0 1
C -2.175 -4.270 4.320
N -0.996 -4.459 3.500
C -0.251 -5.627 3.922
C -0.176 -3.264 3.461
C 0.785 -3.278 2.266
N 1.419 -1.992 2.098
C 1.202 -1.199 1.039
O 0.499 -1.511 0.090
C 1.906 0.104 1.125
O 2.455 0.412 2.321
N 3.034 1.626 2.256
C 2.870 2.085 1.045
C 3.318 3.434 0.651
S 2.105 4.678 1.265
C 0.616 3.943 0.606
C 0.330 4.027 -0.748
C -0.812 3.426 -1.247
C -1.649 2.764 -0.367
F -2.771 2.180 -0.843
C -1.383 2.677 0.987
C -0.235 3.275 1.473
C 2.139 1.141 0.246
C 1.851 1.331 -1.202
O 2.421 2.202 -1.842
N 0.936 0.507 -1.725
C 0.552 0.602 -3.114
C -0.950 0.354 -3.282
N -1.494 1.141 -4.376
C -1.028 0.672 -5.664
C -2.943 1.176 -4.330
H -2.756 -3.437 3.929
H -2.786 -5.169 4.271
H -1.934 -4.068 5.376
H -0.918 -6.487 3.925
H 0.554 -5.825 3.219
H 0.177 -5.514 4.931
H 0.400 -3.125 4.396
H -0.841 -2.404 3.343
H 0.224 -3.491 1.354
H 1.560 -4.037 2.398
H 1.983 -1.644 2.860
H 4.254 3.699 1.138
H 3.385 3.515 -0.433
H 1.003 4.548 -1.410
H -1.054 3.462 -2.298
H -2.064 2.151 1.638
H 0.006 3.229 2.524
H 0.577 -0.275 -1.180
H 0.798 1.614 -3.449
H 1.135 -0.112 -3.706
H -1.143 -0.725 -3.414
H -1.455 0.670 -2.368
H -1.326 -0.369 -5.867
H -1.444 1.309 -6.444
H 0.057 0.739 -5.707
H -3.397 0.183 -4.467
H -3.304 1.834 -5.120
H -3.265 1.575 -3.371
*
```

Values from the calculation:
- SMILES: CN(C)CCNC(=O)c1onc(CSc2ccc(F)cc2)c1C(=O)NCCN(C)C
- Orbital gap: 8.56 eV

Löwdin atomic charge list, values in e, 2 entries:
1. C -0.110
2. N -0.286

# 2
Entry from the Open Molecules 2025 dataset: a molecular structure, C20H28IrNO3 (ωB97M-V with the def2-TZVPD basis set).

Geometry as ORCA input:
```
! RIJCOSX wB97M-V def2-TZVPD def2/J DEFGRID3
* xyz 1 6
O 0.313 -0.581 -4.987
C 0.630 0.510 -5.916
C 0.651 -0.361 -7.168
H 1.585 0.964 -5.621
H -0.186 1.243 -5.937
C 0.366 -1.491 -6.149
H 1.628 -0.415 -7.667
H -0.196 -0.203 -7.853
C 1.506 -2.487 -6.100
H 2.462 -1.979 -5.928
H 1.556 -2.997 -7.073
H 1.325 -3.236 -5.321
C -0.972 -2.175 -6.332
H -1.761 -1.421 -6.433
H -1.170 -2.821 -5.467
H -0.934 -2.788 -7.240
Ir -0.086 -1.079 -1.067
C -2.048 -1.257 -0.363
C -1.613 0.184 -0.407
C -2.121 0.720 -1.651
H -1.384 0.760 0.486
C -2.896 -0.275 -2.287
C -2.873 -1.456 -1.533
H -3.426 -2.374 -1.715
H -2.052 -1.865 0.540
H -2.002 1.759 -1.950
H -3.493 -0.120 -3.191
C 1.504 -2.763 -0.835
C 0.551 -3.097 -1.828
C 0.552 -2.046 -2.803
H -0.080 -3.984 -1.877
C 1.559 -1.068 -2.416
C 2.128 -1.519 -1.185
H 2.912 -1.033 -0.626
H 1.732 -3.386 0.027
H -0.103 -2.044 -3.665
H 1.836 -0.152 -2.947
O 1.606 3.079 -3.933
C 0.398 2.588 -3.284
C -0.819 3.294 -3.886
H 0.445 2.784 -2.189
H 0.363 1.491 -3.399
C -0.222 4.631 -4.320
H -1.618 3.389 -3.161
H -1.188 2.718 -4.739
C 1.271 4.334 -4.575
H -0.273 5.342 -3.493
H -0.732 5.068 -5.175
H 1.912 5.113 -4.136
H 1.516 4.257 -5.652
O 0.943 -0.358 3.046
C 0.653 -0.589 1.907
N 0.344 -0.804 0.779
*
```

Values from the calculation:
- Orbital gap (alpha / beta): 7.79 / 5.27 eV

Löwdin atomic charge list, values in e, 2 entries:
1. O -0.172
2. C -0.142

# 3
Entry from the Open Molecules 2025 dataset: a molecular structure, C20H28MgNO3P (ωB97M-V with the def2-TZVPD basis set).

Geometry as ORCA input:
```
! RIJCOSX wB97M-V def2-TZVPD def2/J DEFGRID3
* xyz 0 1
C 0.685 2.924 -3.291
C -0.607 2.483 -2.985
C -0.790 1.495 -1.993
C 0.318 1.011 -1.345
C 1.599 1.449 -1.601
C 1.797 2.434 -2.586
C -2.176 0.990 -1.706
C -2.284 -0.515 -1.352
N -2.453 -1.354 -2.516
Mg -0.093 -0.092 0.405
C 2.763 0.771 -0.906
P 2.218 -0.990 -0.552
H -1.501 2.834 -3.517
H 2.828 2.727 -2.821
H 0.828 3.643 -4.101
H 2.991 1.202 0.091
H 3.685 0.784 -1.517
H -2.625 1.527 -0.846
H -2.820 1.187 -2.582
H -1.366 -0.917 -0.820
C 3.633 -1.768 0.288
C 2.315 -1.665 -2.262
H -3.151 -0.681 -0.688
C -1.318 -1.440 -3.418
C -3.032 -2.648 -2.206
H 0.442 -1.455 1.972
H -1.643 -2.045 -4.275
H -1.009 -0.441 -3.748
H -0.439 -1.948 -2.976
H -3.257 -3.161 -3.145
H -2.361 -3.288 -1.606
H -3.951 -2.481 -1.635
H 3.332 -1.630 -2.690
H 1.971 -2.710 -2.208
H 1.633 -1.129 -2.938
H 4.588 -1.690 -0.259
H 3.723 -1.315 1.287
H 3.361 -2.828 0.424
H -0.010 -1.885 1.543
O -0.018 3.001 3.498
C -0.230 1.868 4.214
C 0.318 1.807 5.490
C 0.164 0.651 6.236
C -0.524 -0.463 5.738
C -1.078 -0.404 4.471
C -0.957 0.748 3.725
C -1.412 0.646 2.328
O -2.186 -0.232 1.877
O -0.718 1.456 1.544
H -0.383 2.810 2.608
H 0.858 2.695 5.822
H 0.589 0.639 7.236
H -0.646 -1.381 6.304
H -1.600 -1.228 3.994
*
```

Values from the calculation:
- Orbital gap: 7.72 eV

Löwdin atomic charge list, values in e, 2 entries:
1. C -0.085
2. C -0.048

# 4
Entry from the Open Molecules 2025 dataset: a molecular structure, C20H28MoN3O9S (ωB97M-V with the def2-TZVPD basis set).

Geometry as ORCA input:
```
! RIJCOSX wB97M-V def2-TZVPD def2/J DEFGRID3
* xyz 1 3
Mo -0.765 1.388 0.407
O -1.282 4.696 2.570
C -1.385 4.084 1.435
O -2.064 3.073 1.249
C -0.523 4.579 0.313
O -0.408 3.488 -0.613
C 0.891 3.492 -1.211
C 1.838 2.721 -0.299
O 3.026 2.695 -0.507
O 1.211 2.030 0.610
H -1.553 4.042 3.317
H -0.949 5.440 -0.203
H 0.454 4.836 0.727
H 0.825 2.953 -2.154
H 1.220 4.510 -1.406
C -1.295 -3.754 -4.005
C -1.065 -4.000 -2.516
C -1.015 -2.728 -1.682
N 0.118 -1.903 -2.104
C 0.804 -1.069 -1.352
S 0.498 -0.901 0.331
N 1.812 -0.344 -1.917
C 2.051 -0.107 -3.303
O 2.278 1.013 -3.673
C 2.045 -1.280 -4.214
C 1.590 -1.112 -5.519
C 1.619 -2.182 -6.398
C 2.127 -3.407 -5.983
C 2.602 -3.570 -4.688
C 2.554 -2.510 -3.797
H -1.400 -4.698 -4.538
H -0.465 -3.223 -4.480
H -2.204 -3.173 -4.170
H -0.141 -4.565 -2.364
H -1.875 -4.615 -2.120
H -0.899 -2.949 -0.625
H -1.935 -2.150 -1.803
H 0.384 -1.990 -3.077
H 2.265 0.313 -1.289
H 1.221 -0.144 -5.832
H 1.256 -2.060 -7.409
H 2.160 -4.237 -6.676
H 3.014 -4.520 -4.375
H 2.925 -2.626 -2.786
O -2.122 0.443 0.533
O -1.802 2.859 4.087
C -1.208 1.785 3.795
O -0.529 1.538 2.800
C -1.364 0.641 4.808
N -2.268 1.133 5.919
C -1.527 1.015 7.226
C -0.471 -0.041 6.942
C -0.051 0.273 5.507
H -1.831 -0.216 4.328
H -3.147 0.624 5.934
H -2.458 2.114 5.648
H -2.228 0.766 8.018
H -1.083 1.988 7.430
H -0.905 -1.040 7.013
H 0.354 0.018 7.648
H 0.441 -0.557 5.008
H 0.632 1.124 5.486
*
```

Values from the calculation:
- Orbital gap (alpha / beta): 8.39 / 8.28 eV

Löwdin atomic charge list, values in e, 2 entries:
1. Mo 1.556
2. O 0.160